# 1
Entry from the OMol25 dataset: a structure of composition C27H33N2Tc at a distorted geometry (ωB97M-V/def2-TZVPD).

The maximum force comes out at 6.54 eV Å⁻¹. As for the expectation value of S²: 3.80. As for the multiplicity: 4. As for the LUMO energy (spin up / spin down): -3.737 / -4.278 eV. As for the energy above the lowest of the compared OMol25 structures with the same formula, charge and spin: 0.0 kJ/mol. As for the total charge: +1.

Positions of all 63 atoms, in Å:
C  1.5913  1.4687  -0.8723
C  0.3736  2.2358  -0.7930
C  -0.5354  1.7273  -1.7769
C  0.0881  0.6092  -2.4341
C  1.4210  0.4869  -1.9077
Tc  -0.0277  0.1276  -0.3380
C  -0.9742  -2.6714  0.1031
C  0.0401  -1.9331  0.7172
H  0.0446  -1.8784  1.8088
C  1.2318  -1.4717  0.0145
H  1.5688  -2.1070  -0.8108
H  2.0703  -1.1497  0.6420
C  -2.1657  -3.1225  0.8805
H  -2.1913  -2.6807  1.8827
H  -3.1068  -2.8522  0.3789
H  -2.1700  -4.2179  0.9864
C  -0.8745  -3.1889  -1.2893
H  0.0281  -2.8668  -1.8205
H  -0.8817  -4.2927  -1.2937
H  -1.7407  -2.8795  -1.9023
C  0.1090  3.4006  0.0973
H  0.7809  3.3876  0.9591
H  0.2614  4.3478  -0.4387
H  -0.9253  3.3815  0.4626
C  -1.8425  2.3471  -2.1293
H  -2.3891  2.6404  -1.2276
H  -1.7016  3.2478  -2.7412
H  -2.4680  1.6514  -2.6935
C  -0.4720  -0.1707  -3.5738
H  -1.5469  -0.3266  -3.4547
H  -0.3193  0.3527  -4.5252
H  0.0096  -1.1486  -3.6453
C  2.4964  -0.3635  -2.4913
H  2.0961  -1.3207  -2.8353
H  2.9559  0.1321  -3.3577
H  3.2791  -0.5551  -1.7559
C  2.8575  1.7669  -0.1459
H  3.4598  0.8598  -0.0350
H  3.4541  2.5159  -0.6876
H  2.6395  2.1601  0.8512
C  -2.1501  0.1098  0.0823
C  -2.5538  0.4559  1.3544
C  -3.0781  -0.2835  -0.8839
C  -3.9212  0.5817  1.6330
H  -1.7740  0.6629  2.1001
C  -4.4442  -0.1628  -0.6020
H  -2.7482  -0.6767  -1.8452
C  -4.8680  0.2924  0.6452
H  -4.2409  0.9263  2.6209
H  -5.1600  -0.4274  -1.3857
H  -5.9363  0.4196  0.8401
N  3.1206  4.3382  4.0266
C  2.8327  3.2068  3.9270
C  2.5111  1.8078  3.7920
C  3.2913  0.8183  4.4095
C  3.0097  -0.5155  4.1447
C  1.9792  -0.8089  3.2419
N  1.1932  0.1265  2.7050
C  1.4154  1.4099  3.0042
H  4.1083  1.1110  5.0706
H  3.5745  -1.3391  4.5789
H  1.7926  -1.8406  2.9413
H  0.7106  2.1528  2.6143

Atoms 1-2, force components in eV/Å:
-0.0306 1.4504 -0.8220
0.8812 0.4492 -0.6273

***

# 2
Entry from the OMol25 dataset: a cluster of 4 separate species, C6H18IO4 in total at a distorted geometry (ωB97M-V/def2-TZVPD).

The maximum force comes out at 2.75 eV Å⁻¹. As for the LUMO energy: 2.712 eV. As for the energy above the lowest of the compared OMol25 structures with the same formula, charge and spin: 187.4 kJ/mol. As for the total charge: -1.

Positions of all 29 atoms, in Å:
I  -24.7026  4.4354  -10.5238
C  -21.9272  -3.1631  -12.8138
C  -22.1876  -1.6938  -12.9384
O  -21.1027  -0.7914  -12.6639
H  -21.1204  -3.4366  -13.4938
H  -22.7893  -3.8209  -12.9236
H  -21.5488  -3.2516  -11.7955
H  -22.9182  -1.3738  -12.1955
H  -22.4825  -1.4662  -13.9627
H  -21.5689  -0.0381  -12.2940
C  -27.7832  3.7831  -18.4597
C  -26.8067  3.6403  -17.2282
O  -27.4006  3.0058  -16.1159
H  -28.8050  4.0854  -18.2300
H  -27.8414  2.7770  -18.8750
H  -27.3194  4.4280  -19.2061
H  -26.4676  4.6232  -16.9014
H  -25.8232  3.1814  -17.3295
H  -27.1886  3.3949  -15.2644
C  -27.0945  10.2358  -5.7612
C  -26.9973  8.8936  -5.0148
O  -27.4535  7.8137  -5.8036
O  -28.3274  10.6490  -6.2145
H  -26.3464  10.1136  -6.5444
H  -26.7522  11.0688  -5.1470
H  -27.7443  8.8766  -4.2213
H  -26.0652  8.7474  -4.4690
H  -26.6921  7.5508  -6.3259
H  -28.5330  10.2869  -7.0795

Atoms 1-2, force components in eV/Å:
-0.0039 0.0010 -0.0236
1.4102 0.3567 0.9109

***

# 3
Entry from the OMol25 dataset: the molecule C2H3N3O at a distorted geometry (ωB97M-V/def2-TZVPD).

The maximum force comes out at 1.06 eV Å⁻¹. As for the LUMO energy: 0.893 eV. As for the energy above the lowest of the compared OMol25 structures with the same formula, charge and spin: 157.5 kJ/mol. Its SMILES is Oc1c[nH]nn1.

Positions of all 9 atoms, in Å:
O  -1.8881  0.4136  0.6166
C  -0.6231  0.2966  0.1861
C  0.3053  -0.6033  0.5834
N  1.3671  -0.3800  -0.2428
N  1.0870  0.6412  -1.0913
N  -0.0888  1.0826  -0.7997
H  -2.2756  1.1561  0.1399
H  0.3634  -1.4092  1.2900
H  1.7528  -1.1977  -0.6821

Atoms 1-2, force components in eV/Å:
-0.0193 0.3548 0.0381
0.1647 0.0953 0.1967

***

# 4
Entry from the OMol25 dataset: a cluster of 2 separate species, C2H8S4Si in total at a distorted geometry (ωB97M-V/def2-TZVPD).

The maximum force comes out at 2.79 eV Å⁻¹. As for the LUMO energy (spin up / spin down): -1.013 / -0.237 eV. As for the energy above the lowest of the compared OMol25 structures with the same formula, charge and spin: 347.5 kJ/mol.

Positions of all 15 atoms, in Å:
C  -1.3040  1.1281  0.2830
C  -2.3511  0.1245  0.2788
Si  1.6237  -0.3294  0.2048
S  -1.9528  -1.2425  -0.8581
S  3.1951  1.0832  -0.4084
S  1.4084  -1.6188  -1.6168
S  2.2457  -0.9578  2.1391
H  -1.0497  1.4383  -0.6929
H  -1.1765  1.7415  1.1817
H  -3.2576  0.6007  -0.1160
H  -2.6624  -0.4572  1.2313
H  -1.3228  -0.3862  -1.6579
H  3.1641  1.4271  -1.7533
H  0.5623  -2.5092  -1.0520
H  2.8774  -0.0424  2.8366

Atoms 1-2, force components in eV/Å:
0.7967 -0.3251 1.8740
-1.6174 -2.0082 1.0583

***

# 5
Entry from the OMol25 dataset: a cluster of 8 separate species, BF4H14O7 in total at a distorted geometry (ωB97M-V/def2-TZVPD).

The maximum force comes out at 3.07 eV Å⁻¹. As for the LUMO energy: 2.920 eV. As for the energy above the lowest of the compared OMol25 structures with the same formula, charge and spin: 90.6 kJ/mol. As for the total charge: -1.

Positions of all 26 atoms, in Å:
B  -3.6406  -20.0326  -5.5304
F  -3.3688  -20.3488  -4.2460
F  -3.3827  -18.7238  -5.6971
F  -2.7406  -20.7397  -6.2908
F  -4.9378  -20.3712  -5.9129
O  -1.0432  -21.6312  -4.3149
H  -1.9606  -21.3582  -4.3216
H  -0.9776  -22.2340  -3.5742
O  -5.2842  -18.3447  -7.7266
H  -5.4764  -18.5644  -6.8150
H  -4.7798  -19.0903  -8.0520
O  -2.2232  -18.1629  -3.0194
H  -2.9794  -17.7243  -2.6294
H  -2.5989  -18.8800  -3.5302
O  -2.2175  -16.4490  -7.4823
H  -2.1430  -17.2842  -7.0207
H  -2.9847  -16.0280  -7.0945
O  -6.8341  -18.7126  -5.2557
H  -6.0370  -19.2359  -5.1713
H  -7.4794  -19.1696  -4.7162
O  -3.8027  -20.5405  -8.6926
H  -4.3081  -21.2801  -9.0300
H  -3.5856  -20.7883  -7.7939
O  -4.3115  -23.2467  -5.2532
H  -3.8570  -24.0229  -5.5807
H  -3.6235  -22.5882  -5.1574

Atoms 1-2, force components in eV/Å:
0.0645 0.2362 -1.3859
-0.4977 -0.9940 2.8650

***

# 6
Entry from the OMol25 dataset: a structure of composition C5H5NO2 at a distorted geometry (ωB97M-V/def2-TZVPD).

The maximum force comes out at 11.11 eV Å⁻¹. As for the LUMO energy: -0.057 eV. As for the energy above the lowest of the compared OMol25 structures with the same formula, charge and spin: 480.5 kJ/mol.

Positions of all 13 atoms, in Å:
C  -0.2460  -0.7192  -0.9215
C  -0.2672  0.6287  -1.1290
C  0.4279  0.9273  1.1926
C  0.3056  -0.5215  1.4795
C  0.1414  -1.2830  0.3614
H  -0.0110  -1.1388  -2.6884
H  -0.9387  1.1658  -1.8956
H  0.2372  2.5458  0.0361
H  0.1594  1.7240  2.1085
H  0.3546  -0.6586  2.6408
N  0.1823  1.4613  -0.0600
O  -0.4951  -1.6488  -1.6844
O  0.1496  -2.4829  0.5600

Atoms 1-2, force components in eV/Å:
1.8996 5.5075 4.9606
-1.0691 1.7651 0.2173

***

Number 1: DFT total energy -1238.6139 a.u.. Number 2: DFT total energy -838.0676 a.u.. Number 3: DFT total energy -317.4723 a.u.. Number 4: DFT total energy -1963.1698 a.u.. Number 5: DFT total energy -959.7200 a.u.. Number 6: DFT total energy -398.5955 a.u..